Entry from the Open Molecules 2025 dataset: a single C18H27N5O2 molecule in a non-equilibrium geometry (ωB97M-V/def2-TZVPD).

Summary:
- LUMO level: 0.6 eV
- Structure (SMILES): C[C@@H]1C[C@H](C)CN(CCCNC(=O)Cn2ncn3cccc3c2=O)C1
- E_tot: -1126.37179 Ha
- Energy relative to the best compared isomer or geometry (same formula, charge and spin): 159.5 kJ/mol
- Spin multiplicity: 1

Each line ends with the Mulliken charge.
Element x y z (Å)
1 C 3.320 -3.213 -1.020  -1.738
2 C 3.347 -1.752 -1.454  0.725
3 C 4.173 -0.899 -0.493  -1.252
4 C 4.147 0.564 -0.933  0.786
5 C 4.928 1.449 0.032  -1.744
6 C 2.692 1.029 -1.041  -1.027
7 N 1.977 0.194 -1.984  0.220
8 C 0.708 0.724 -2.432  -1.333
9 C -0.393 0.899 -1.362  -0.013
10 C -0.492 2.330 -0.826  -0.869
11 N -1.417 2.400 0.284  -0.075
12 C -2.691 2.797 0.147  0.752
13 O -3.164 3.296 -0.850  -0.655
14 C -3.522 2.576 1.430  -1.075
15 N -3.858 1.176 1.603  0.944
16 N -5.101 0.841 1.232  -1.058
17 C -5.499 -0.366 1.320  -0.032
18 N -4.699 -1.371 1.795  0.033
19 C -4.916 -2.696 1.969  -0.458
20 C -3.773 -3.257 2.487  -0.586
21 C -2.818 -2.240 2.636  -0.564
22 C -3.406 -1.070 2.203  0.380
23 C -2.924 0.285 2.104  0.430
24 O -1.801 0.657 2.420  -0.805
25 C 1.929 -1.181 -1.532  -1.002
26 H 2.746 -3.813 -1.723  0.429
27 H 2.864 -3.309 -0.036  0.355
28 H 4.330 -3.614 -0.970  0.434
29 H 3.792 -1.681 -2.452  0.281
30 H 5.203 -1.262 -0.461  0.429
31 H 3.756 -0.982 0.514  0.249
32 H 4.595 0.635 -1.929  0.270
33 H 5.961 1.118 0.101  0.438
34 H 4.488 1.408 1.027  0.357
35 H 4.919 2.484 -0.303  0.429
36 H 2.665 2.058 -1.406  0.508
37 H 2.237 1.003 -0.034  0.245
38 H 0.346 0.044 -3.208  0.386
39 H 0.904 1.690 -2.906  0.494
40 H -1.361 0.628 -1.787  0.425
41 H -0.199 0.221 -0.528  0.222
42 H -0.865 2.999 -1.605  0.368
43 H 0.483 2.683 -0.484  0.258
44 H -1.165 1.892 1.128  0.297
45 H -2.955 2.912 2.302  0.388
46 H -4.460 3.124 1.337  0.364
47 H -6.505 -0.599 1.013  0.342
48 H -5.856 -3.143 1.716  0.412
49 H -3.639 -4.291 2.732  0.451
50 H -1.821 -2.335 3.014  0.525
51 H 1.339 -1.758 -2.249  0.427
52 H 1.454 -1.283 -0.539  0.234

=====

Entry from the Open Molecules 2025 dataset: C45H36MnN3O2 as an isolated structure (ωB97M-V/def2-TZVPD).

Summary:
- LUMO level (spin up / spin down): -0.3 / -0.4 eV
- E_tot: -3202.17574 Ha
- Energy relative to the best compared isomer or geometry (same formula, charge and spin): 0.0 kJ/mol
- Spin multiplicity: 5

Each line ends with the Mulliken charge.
Element x y z (Å)
1 Mn -0.020 0.120 -0.321  -0.092
2 O 1.824 -0.074 -0.342  -0.089
3 C 2.675 -1.171 -0.299  2.132
4 C 2.168 -2.128 0.796  -1.331
5 C 0.822 -2.709 0.479  -0.142
6 C 0.698 -4.049 0.143  -0.949
7 C -0.562 -4.585 -0.053  -0.977
8 C -1.668 -3.783 0.160  -0.941
9 C -1.485 -2.447 0.487  0.055
10 C -2.671 -1.572 0.775  -1.299
11 C -2.927 -0.565 -0.364  2.295
12 O -1.856 0.319 -0.409  -0.110
13 C -3.094 -1.370 -1.657  0.003
14 C -2.090 -1.432 -2.610  0.587
15 C -2.208 -2.266 -3.716  -0.653
16 C -3.340 -3.044 -3.884  -0.690
17 C -4.363 -2.974 -2.945  -0.912
18 C -4.239 -2.143 -1.845  -0.653
19 C -4.177 0.279 -0.120  -0.518
20 C -4.984 0.170 1.002  -0.052
21 C -6.082 1.010 1.169  -0.980
22 C -6.377 1.966 0.214  -0.448
23 C -5.571 2.082 -0.914  -0.882
24 C -4.483 1.245 -1.077  -0.390
25 N -0.256 -1.906 0.577  0.458
26 C 4.071 -0.632 0.016  -0.392
27 C 4.735 -0.858 1.213  -0.312
28 C 5.978 -0.282 1.454  -0.887
29 C 6.565 0.529 0.500  -0.463
30 C 5.906 0.761 -0.702  -0.781
31 C 4.672 0.184 -0.940  -0.406
32 C 2.715 -1.939 -1.624  -0.112
33 C 3.558 -3.042 -1.762  -0.492
34 C 3.558 -3.794 -2.924  -0.929
35 C 2.719 -3.448 -3.978  -0.638
36 C 1.901 -2.338 -3.859  -0.885
37 C 1.901 -1.588 -2.688  0.414
38 H 2.092 -1.552 1.721  0.713
39 H 2.863 -2.953 0.961  0.753
40 H 1.589 -4.651 0.039  0.523
41 H -0.681 -5.623 -0.335  0.435
42 H -2.673 -4.170 0.065  0.507
43 H -2.487 -1.000 1.687  0.680
44 H -3.534 -2.220 0.937  0.669
45 H -1.210 -0.811 -2.497  -0.186
46 H -1.407 -2.305 -4.444  0.382
47 H -3.433 -3.695 -4.744  0.421
48 H -5.262 -3.563 -3.077  0.423
49 H -5.046 -2.082 -1.123  0.426
50 H -4.770 -0.567 1.765  0.392
51 H -6.701 0.912 2.052  0.415
52 H -7.229 2.621 0.344  0.413
53 H -5.793 2.829 -1.664  0.401
54 H -3.845 1.341 -1.948  0.404
55 H 4.295 -1.485 1.978  0.361
56 H 6.481 -0.470 2.394  0.405
57 H 7.531 0.981 0.687  0.404
58 H 6.356 1.396 -1.455  0.409
59 H 4.155 0.371 -1.873  0.401
60 H 4.233 -3.302 -0.954  0.396
61 H 4.220 -4.646 -3.014  0.429
62 H 2.717 -4.034 -4.888  0.409
63 H 1.266 -2.042 -4.685  0.462
64 H 1.294 -0.696 -2.612  0.179
65 C 0.397 1.923 5.247  -0.494
66 C 0.199 0.746 4.541  -1.155
67 C 0.146 0.775 3.154  0.134
68 C 0.295 1.984 2.490  -0.182
69 C 0.493 3.170 3.188  -0.570
70 C 0.543 3.129 4.571  -0.593
71 N 0.235 1.916 1.066  1.365
72 N 0.379 2.985 0.458  -0.984
73 C 0.319 2.870 -0.967  -0.308
74 C 0.439 4.079 -1.645  -0.150
75 C 0.370 4.087 -3.028  -0.752
76 C 0.179 2.887 -3.699  -0.838
77 C 0.066 1.687 -3.003  -0.035
78 C 0.139 1.645 -1.617  1.369
79 H 0.439 1.904 6.329  0.396
80 H 0.084 -0.193 5.066  0.420
81 H -0.010 -0.134 2.586  0.783
82 H 0.606 4.097 2.646  0.445
83 H 0.697 4.045 5.127  0.389
84 H 0.582 4.988 -1.075  0.489
85 H 0.459 5.014 -3.578  0.376
86 H 0.115 2.882 -4.781  0.449
87 H -0.087 0.779 -3.577  0.283

=====

Entry from the Open Molecules 2025 dataset: a 9-piece molecular cluster, C9H36O9 overall in a non-equilibrium geometry (ωB97M-V/def2-TZVPD).

Summary:
- LUMO level: 0.2 eV
- Structure (SMILES): CO.CO.CO.CO.CO.CO.CO.CO.CO
- E_tot: -1041.47874 Ha
- Energy relative to the best compared isomer or geometry (same formula, charge and spin): 504.2 kJ/mol
- Spin multiplicity: 1

Each line ends with the Mulliken charge.
Element x y z (Å)
1 C 21.673 -2.722 -2.838  -0.377
2 O 21.945 -1.391 -3.260  -0.509
3 H 20.925 -3.189 -3.479  0.276
4 H 22.591 -3.320 -2.882  0.116
5 H 21.277 -2.765 -1.819  0.206
6 H 22.151 -0.875 -2.478  0.294
7 C 24.484 -4.842 -1.072  -0.642
8 O 25.042 -5.556 0.024  -0.246
9 H 23.561 -4.327 -0.785  0.465
10 H 25.216 -4.093 -1.397  0.264
11 H 24.221 -5.517 -1.892  0.107
12 H 24.568 -5.318 0.845  0.240
13 C 27.569 -2.815 1.979  -0.748
14 O 27.375 -3.972 1.176  -0.362
15 H 28.631 -2.650 2.131  0.294
16 H 27.224 -1.941 1.406  0.288
17 H 26.987 -2.837 2.901  0.310
18 H 26.461 -4.269 1.213  0.197
19 C 26.039 -6.069 4.017  -0.345
20 O 26.047 -4.924 4.846  -0.523
21 H 25.066 -6.548 3.987  0.166
22 H 26.362 -5.856 2.992  0.082
23 H 26.748 -6.825 4.377  0.366
24 H 26.946 -4.591 4.900  0.296
25 C 24.523 -7.469 -4.732  -0.295
26 O 23.951 -7.974 -5.925  -0.553
27 H 25.053 -6.526 -4.906  0.278
28 H 23.846 -7.318 -3.886  0.063
29 H 25.267 -8.196 -4.409  0.202
30 H 23.357 -7.311 -6.289  0.291
31 C 27.789 -6.842 -2.102  -0.618
32 O 26.457 -7.323 -1.934  -0.458
33 H 28.254 -6.633 -1.132  0.227
34 H 28.357 -7.632 -2.592  0.287
35 H 27.806 -5.937 -2.718  0.254
36 H 25.987 -6.714 -1.353  0.236
37 C 22.609 -5.650 3.062  -0.771
38 O 23.543 -4.946 2.243  -0.509
39 H 22.904 -5.628 4.113  0.322
40 H 21.612 -5.207 2.984  0.274
41 H 22.563 -6.679 2.711  0.318
42 H 23.827 -4.171 2.742  0.257
43 C 22.882 -7.975 -1.003  -0.179
44 O 22.270 -9.145 -0.493  -0.565
45 H 22.936 -7.240 -0.200  -0.053
46 H 23.885 -8.126 -1.408  0.207
47 H 22.208 -7.529 -1.747  0.272
48 H 21.933 -9.702 -1.195  0.303
49 C 28.830 -2.632 -1.667  -0.442
50 O 29.561 -3.272 -2.688  -0.523
51 H 28.991 -1.544 -1.644  0.347
52 H 27.762 -2.782 -1.815  0.109
53 H 29.048 -2.961 -0.646  0.189
54 H 30.475 -3.329 -2.397  0.313

=====

Entry from the Open Molecules 2025 dataset: a single C3H5NS molecule in a non-equilibrium geometry (ωB97M-V/def2-TZVPD).

Summary:
- LUMO level (spin up / spin down): -2.4 / -2.4 eV
- E_tot: -570.08141 Ha
- Energy relative to the best compared isomer or geometry (same formula, charge and spin): 402.1 kJ/mol
- Spin multiplicity: 1

Each line ends with the Mulliken charge.
Element x y z (Å)
1 C -0.606 -0.589 0.139  0.303
2 C -0.036 -1.146 -0.993  -0.762
3 C 0.414 1.406 0.708  -0.367
4 N -0.380 0.340 1.042  -0.435
5 S 1.419 1.426 -0.810  -0.229
6 H -1.660 -0.951 0.213  0.256
7 H 1.015 -1.350 -0.960  0.351
8 H -0.516 -1.910 -1.566  0.274
9 H -0.265 2.241 0.578  0.305
10 H 1.236 1.885 1.363  0.302

=====

Entry from the Open Molecules 2025 dataset: C44H67N3O12S as an isolated structure (ωB97M-V/def2-TZVPD).

Summary:
- LUMO level: -0.8 eV
- E_tot: -3181.94917 Ha
- Spin multiplicity: 1

Each line ends with the Mulliken charge.
Element x y z (Å)
1 C 4.531 0.488 1.319  -0.462
2 C 4.456 1.607 2.312  0.588
3 O 5.423 2.163 2.764  -0.585
4 O 3.188 1.942 2.658  -0.248
5 C 2.854 3.355 2.571  -1.218
6 C 1.616 3.470 1.737  -0.067
7 C 1.640 3.173 0.417  0.009
8 C 0.495 3.183 -0.436  0.414
9 C 0.689 2.822 -1.897  -1.086
10 C 1.887 1.935 -2.214  -0.723
11 C 1.758 0.465 -1.899  0.405
12 O 2.737 -0.238 -1.901  -0.630
13 N 0.434 -0.070 -1.656  0.090
14 C 0.306 -0.631 -0.337  -0.834
15 C 0.691 -1.936 -0.035  -0.586
16 C 0.533 -2.408 1.256  -0.992
17 C 0.009 -1.603 2.255  -0.935
18 C -0.371 -0.303 1.950  -1.403
19 C -0.227 0.166 0.658  1.749
20 C -0.739 3.509 0.067  -0.209
21 C -1.950 3.459 -0.829  -0.685
22 C -3.335 3.250 -0.208  -1.914
23 C -3.532 1.841 0.300  0.317
24 C -3.921 0.846 -0.592  -0.588
25 C -4.128 -0.456 -0.169  -0.869
26 C -3.957 -0.800 1.163  -0.659
27 C -3.568 0.180 2.060  -0.548
28 C -3.359 1.482 1.631  -0.098
29 C -0.782 3.897 1.440  1.028
30 N -1.860 4.330 2.107  -0.460
31 S -1.415 4.633 3.604  0.087
32 N 0.143 4.256 3.540  -0.758
33 C 0.377 3.874 2.287  0.961
34 H 3.962 -0.378 1.657  0.335
35 H 5.564 0.196 1.175  0.379
36 H 4.082 0.791 0.373  -0.209
37 H 2.694 3.719 3.580  0.472
38 H 3.685 3.878 2.103  0.464
39 H 2.606 2.901 0.021  0.347
40 H -0.197 2.365 -2.322  0.195
41 H 0.838 3.760 -2.442  0.433
42 H 2.062 1.976 -3.293  0.529
43 H 2.811 2.286 -1.769  0.213
44 H 0.295 -0.786 -2.364  0.513
45 H 1.099 -2.550 -0.826  0.574
46 H 0.817 -3.428 1.474  0.453
47 H -0.123 -1.971 3.262  0.527
48 H -0.783 0.373 2.685  0.875
49 H -0.554 1.163 0.406  0.151
50 H -1.821 2.624 -1.518  0.047
51 H -1.971 4.359 -1.450  0.548
52 H -4.050 3.382 -1.023  0.564
53 H -3.591 3.987 0.543  0.547
54 H -4.085 1.072 -1.638  0.421
55 H -4.449 -1.216 -0.868  1.026
56 H -4.139 -1.810 1.497  0.413
57 H -3.437 -0.062 3.107  0.613
58 H -3.080 2.221 2.367  0.451
59 C -4.071 1.193 9.999  -0.770
60 O -3.946 0.100 9.118  -0.296
61 C -5.037 -0.055 8.228  -0.619
62 C -4.584 -0.517 6.862  -0.368
63 O -3.911 0.464 6.094  -0.389
64 C -2.592 0.834 6.457  -0.485
65 C -1.540 -0.213 6.176  -0.005
66 O -1.601 -1.290 7.093  -0.346
67 C -1.347 -2.549 6.515  -0.739
68 H -4.788 0.983 10.800  0.321
69 H -3.092 1.368 10.442  0.232
70 H -4.379 2.100 9.467  0.351
71 H -5.586 0.888 8.124  0.342
72 H -5.722 -0.809 8.637  0.405
73 H -5.487 -0.745 6.291  0.421
74 H -4.004 -1.440 6.935  0.164
75 H -2.538 1.175 7.492  0.200
76 H -2.363 1.692 5.818  0.399
77 H -0.549 0.255 6.265  0.457
78 H -1.652 -0.567 5.144  -0.125
79 H -1.921 -2.688 5.591  0.315
80 H -1.658 -3.308 7.231  0.268
81 H -0.280 -2.684 6.300  0.308
82 C 8.383 1.462 -7.770  -0.782
83 O 8.283 1.321 -6.372  -0.286
84 C 8.535 2.512 -5.650  -0.553
85 C 7.639 2.637 -4.439  -0.293
86 O 6.283 2.931 -4.728  -0.469
87 C 5.466 1.915 -5.283  -0.427
88 C 5.100 0.802 -4.328  -0.030
89 O 6.195 -0.060 -4.081  -0.373
90 C 6.269 -0.518 -2.748  -0.696
91 H 9.428 1.522 -8.093  0.326
92 H 7.927 0.581 -8.220  0.231
93 H 7.846 2.350 -8.121  0.353
94 H 8.394 3.389 -6.292  0.348
95 H 9.578 2.502 -5.305  0.384
96 H 7.994 3.500 -3.871  0.405
97 H 7.731 1.762 -3.792  0.095
98 H 5.893 1.516 -6.206  0.136
99 H 4.537 2.426 -5.548  0.445
100 H 4.287 0.213 -4.776  0.396
101 H 4.731 1.237 -3.392  -0.106
102 H 6.142 0.309 -2.039  0.304
103 H 7.260 -0.944 -2.601  0.332
104 H 5.513 -1.283 -2.546  0.254
105 C -6.227 -4.826 -5.497  -0.795
106 O -5.516 -4.807 -4.281  -0.256
107 C -5.174 -6.091 -3.791  -0.570
108 C -3.811 -6.098 -3.136  -0.185
109 O -2.718 -5.995 -4.030  -0.459
110 C -2.462 -4.751 -4.657  -0.523
111 C -1.916 -3.679 -3.742  -0.432
112 O -2.913 -3.167 -2.879  -0.298
113 C -2.447 -2.859 -1.584  -0.783
114 H -7.270 -5.126 -5.347  0.322
115 H -6.208 -3.815 -5.902  0.231
116 H -5.759 -5.501 -6.223  0.356
117 H -5.186 -6.829 -4.600  0.353
118 H -5.917 -6.391 -3.040  0.375
119 H -3.693 -7.078 -2.666  0.410
120 H -3.755 -5.349 -2.343  -0.012
121 H -3.334 -4.390 -5.205  0.177
122 H -1.682 -4.970 -5.391  0.428
123 H -1.536 -2.859 -4.367  0.370
124 H -1.079 -4.092 -3.166  0.321
125 H -1.843 -3.674 -1.169  0.475
126 H -3.316 -2.719 -0.944  0.195
127 H -1.859 -1.934 -1.581  0.291